This record from the OMol25 dataset describes a molecular structure, C26H32AsMnN2O4. The level of theory is ωB97M-V with the def2-TZVPD basis set.

The HOMO-LUMO gap (spin up / spin down) is 5.271 / 6.820 eV. Its expectation value of S² is 4.21. Its charge is +3. Its spin multiplicity is 4. The lowest unoccupied orbital energy (spin up / spin down) is -11.82 / -10.29 eV.

Geometry (Å):
Mn  -0.328  -0.298  -0.233
O  -2.937  -0.950  -2.937
C  -2.138  -0.452  -2.230
O  -1.432  -1.183  -1.289
C  -1.736  0.988  -2.217
C  -2.285  1.934  -3.045
C  -1.811  3.241  -2.946
C  -0.825  3.544  -2.018
C  -0.326  2.541  -1.207
N  -0.770  1.281  -1.317
H  -3.056  1.643  -3.748
H  -2.209  4.015  -3.591
H  -0.439  4.550  -1.920
H  0.436  2.738  -0.464
C  3.265  1.214  -1.545
C  3.250  -0.275  -1.232
As  1.592  -1.178  -1.658
C  1.714  -3.070  -1.267
C  3.048  -3.642  -1.762
C  1.054  -0.834  -3.489
C  2.176  -1.176  -4.474
H  4.261  1.608  -1.340
H  2.566  1.772  -0.921
H  3.043  1.418  -2.593
H  3.485  -0.502  -0.193
H  3.969  -0.821  -1.849
H  0.853  -3.532  -1.748
H  1.617  -3.181  -0.189
H  3.212  -3.473  -2.825
H  3.032  -4.721  -1.606
H  3.892  -3.242  -1.203
H  0.776  0.218  -3.548
H  0.165  -1.441  -3.655
H  3.099  -0.636  -4.263
H  1.851  -0.888  -5.474
H  2.384  -2.244  -4.497
C  -1.373  4.710  2.971
O  -1.008  3.309  2.962
C  -1.753  2.454  2.246
C  -2.726  2.814  1.317
C  -3.456  1.827  0.669
C  -3.243  0.481  0.944
C  -2.289  0.112  1.885
C  -1.522  1.094  2.511
N  -0.605  0.860  3.582
C  0.017  -0.175  4.063
C  0.114  -1.536  3.608
C  0.219  -2.509  4.619
C  0.160  -3.852  4.312
C  0.025  -4.244  2.987
C  -0.003  -3.306  1.960
C  0.083  -1.961  2.268
O  0.121  -1.015  1.301
H  -0.700  5.182  3.674
H  -2.404  4.828  3.301
H  -1.234  5.143  1.981
H  -2.946  3.857  1.133
H  -4.236  2.118  -0.025
H  -3.868  -0.277  0.488
H  -2.203  -0.924  2.183
H  -0.471  1.720  4.112
H  0.496  0.033  5.015
H  0.298  -2.194  5.653
H  0.209  -4.593  5.099
H  -0.045  -5.297  2.741
H  -0.107  -3.623  0.931

Here are the Löwdin charges for atoms 1 to 5, given in e: number 1, Mn, carries 0.923; number 2, O, carries 0.240; number 3, C, carries -0.482; number 4, O, carries -0.150; number 5, C, carries -0.186

---

This record from the OMol25 dataset describes 2 unconnected molecules or ions with the total composition C5H14 at a distorted geometry. The level of theory is ωB97M-V with the def2-TZVPD basis set.

The HOMO-LUMO gap is 12.467 eV. Its charge is 0. The lowest unoccupied orbital energy is 1.15 eV. As for the SMILES: CCC.CC.

Geometry (Å):
C  2.329  1.659  -1.201
C  1.039  1.227  -0.528
C  0.190  0.383  -1.505
H  2.887  0.805  -1.571
H  2.976  2.260  -0.548
H  2.150  2.350  -2.038
H  1.299  0.580  0.316
H  0.464  2.046  -0.092
H  -0.873  0.596  -1.418
H  0.523  0.530  -2.527
H  0.287  -0.676  -1.261
C  -1.017  -1.366  1.801
C  -2.421  -1.779  1.366
H  -0.274  -1.842  1.165
H  -0.834  -0.293  1.778
H  -0.867  -1.659  2.838
H  -2.520  -1.717  0.280
H  -3.187  -1.099  1.749
H  -2.659  -2.798  1.665

Here are the Löwdin charges for atoms 1 to 5, given in e: number 1, C, carries -0.142; number 2, C, carries -0.319; number 3, C, carries -0.119; number 4, H, carries 0.071; number 5, H, carries 0.068

---

Energy above the lowest of the compared OMol25 structures with the same formula, charge and spin readings, ordered: 25.6; 4.4 kcal/mol
Total energy readings, ordered: -4806.2046; -198.8821 hartree